Computed, not measured: a molecular structure, C8H16AgO6 in a non-equilibrium geometry, with ωB97M-V with the def2-TZVPD basis set.

Calculated values
LUMO (alpha / beta) ... -8.66 / -10.47 eV
E ... -911.98242 hartree
2S+1 ... 2
Total charge ... +2
Orbital gap (alpha / beta) ... 8.0 / 6.2 eV
Expectation value of S² ... 0.754

Last column: natural (NBO) charge in e.
Geometry (Å):
C  -2.13  2.17  -1.05  -0.6632
C  -0.80  2.85  -1.41  -0.4291
C  -0.11  2.10  -2.55  -0.0655
O  0.90  1.25  -2.00  -0.5152
C  1.11  0.07  -2.64  0.2279
O  1.01  -1.05  -1.70  -0.4787
C  1.99  -1.10  -0.85  0.9648
O  2.96  -0.43  -0.67  -0.4484
O  1.86  -2.27  0.05  -0.0763
O  0.59  -2.54  0.34  0.0746
C  0.46  -2.94  1.70  -0.1376
C  -0.11  -1.72  2.48  0.0933
C  0.14  -1.91  3.99  -0.6310
O  0.41  -0.50  2.02  -0.6805
H  -2.60  2.69  -0.19  0.1609
H  -2.77  2.11  -1.93  0.2061
H  -1.94  1.17  -0.72  0.2676
H  -0.92  3.89  -1.70  0.2021
H  -0.16  2.82  -0.55  0.2484
H  0.40  2.84  -3.15  0.2086
H  -0.83  1.55  -3.15  0.1778
H  2.10  0.02  -3.08  0.1975
H  0.39  -0.15  -3.42  0.1911
H  -0.24  -3.77  1.69  0.2641
H  1.41  -3.30  2.09  0.2423
H  -1.17  -1.69  2.30  0.2050
H  -0.81  -2.00  4.49  0.2502
H  0.70  -2.82  4.18  0.2235
H  0.69  -1.06  4.35  0.2495
H  1.36  -0.49  2.13  0.4800
Ag  -3.88  4.21  -1.08  0.9903



Computed, not measured: a molecular structure, C30H25N9O11P2SSr, with ωB97M-V with the def2-TZVPD basis set.

Calculated values
ΔE to the lowest compared entry with this formula, charge and spin ... 160.7 kJ/mol
LUMO ... 3.15 eV
E ... -3590.94361 hartree
Total charge ... -2
Orbital gap ... 5.2 eV

Last column: Löwdin charge in e.
Geometry (Å):
Sr  0.27  -0.35  -0.69  1.4775
O  1.23  1.05  3.32  0.0345
C  0.49  0.65  4.36  -0.2815
C  0.92  1.00  5.64  -0.0317
C  0.18  0.63  6.75  -0.1194
C  -0.99  -0.10  6.60  -0.1216
C  -1.42  -0.45  5.33  -0.0515
C  -0.70  -0.09  4.19  -0.0765
C  -1.16  -0.51  2.82  -0.4840
O  -0.37  -0.26  1.83  -0.2043
N  -2.32  -1.09  2.77  0.0184
N  -2.73  -1.55  1.51  0.0128
C  -2.93  -0.64  0.63  -0.1421
C  -3.50  -0.88  -0.69  -0.1675
C  -4.53  -1.80  -0.88  -0.0776
C  -5.17  -1.91  -2.09  -0.1399
C  -4.78  -1.04  -3.12  -0.1188
C  -3.73  -0.16  -2.97  -0.0451
C  -3.01  -0.06  -1.75  -0.4129
O  -1.95  0.66  -1.58  -0.2404
H  0.79  0.62  2.52  0.0512
H  1.84  1.56  5.73  0.1076
H  0.54  0.90  7.74  0.0885
H  -1.57  -0.39  7.47  0.0838
H  -2.33  -1.02  5.18  0.0989
H  -2.69  0.40  0.87  0.1288
H  -4.83  -2.40  -0.03  0.0949
H  -5.97  -2.62  -2.24  0.0739
H  -5.28  -1.09  -4.08  0.0882
H  -3.47  0.52  -3.77  0.1020
S  4.93  6.17  1.17  0.9417
N  5.23  4.59  1.36  -0.2299
C  4.15  3.94  0.99  -0.2952
C  3.97  2.50  0.99  -0.0889
C  4.95  1.60  1.41  0.0045
C  4.69  0.26  1.36  -0.0098
C  3.45  -0.17  0.88  -0.0874
N  2.50  0.67  0.50  0.0769
C  2.75  1.99  0.55  -0.1475
C  1.66  2.88  0.10  -0.1308
N  0.52  2.30  -0.29  0.0771
C  -0.48  3.07  -0.70  -0.0827
C  -0.40  4.46  -0.73  -0.0333
C  0.76  5.07  -0.32  -0.0068
C  1.83  4.27  0.10  -0.0908
C  3.10  4.81  0.55  -0.2998
N  3.41  6.09  0.61  -0.2333
H  5.90  1.99  1.77  0.1110
H  5.41  -0.48  1.69  0.1082
H  3.21  -1.22  0.82  0.0760
H  -1.37  2.53  -1.04  0.0908
H  -1.24  5.04  -1.08  0.1029
H  0.88  6.15  -0.33  0.1109
O  0.63  -2.71  -4.52  -0.1586
P  -0.34  -1.71  -3.71  0.1921
O  -1.50  -1.31  -4.51  -0.2866
O  -0.52  -2.21  -2.30  -0.4212
O  0.69  -0.36  -3.55  -0.3483
P  2.27  -0.58  -3.25  0.1221
O  2.72  0.96  -2.92  -0.1621
O  2.95  -1.04  -4.49  -0.3191
O  2.37  -1.31  -1.95  -0.3859
H  1.53  -2.37  -4.67  0.0270
H  2.86  1.41  -3.76  0.0626
C  -0.92  -3.87  3.37  -0.0290
N  0.35  -3.46  2.81  -0.0813
C  1.56  -3.23  3.55  -0.0413
C  2.55  -2.91  2.42  -0.4889
O  3.74  -2.70  2.59  0.0181
N  1.87  -2.91  1.23  0.1691
C  0.61  -3.22  1.51  -0.4286
N  -0.33  -3.36  0.56  0.2164
H  -0.72  -4.38  4.32  0.0838
H  -1.41  -4.58  2.70  0.0893
H  -1.58  -3.02  3.55  0.0549
H  1.88  -4.12  4.10  0.1267
H  1.48  -2.39  4.24  0.1293
H  -0.01  -3.17  -0.38  0.0658
H  -1.28  -3.07  0.79  0.0843



Computed, not measured: a gas-phase ion, C2H8NOSi (charge -1) in a non-equilibrium geometry, with ωB97M-V with the def2-TZVPD basis set.

Calculated values
ΔE to the lowest compared entry with this formula, charge and spin ... 13.6 kJ/mol
LUMO ... 4.38 eV
E ... -500.59440 hartree
Total charge ... -1
Orbital gap ... 8.4 eV
SMILES ... C[Si](C)(N)[O-]

Last column: natural (NBO) charge in e.
Geometry (Å):
C  -0.50  -1.35  0.16  -1.1666
Si  0.85  -0.02  -0.22  1.9945
C  -0.35  1.47  -0.51  -1.1346
N  1.50  0.38  1.39  -1.3157
O  2.02  -0.37  -1.20  -1.3224
H  -1.42  -1.10  -0.42  0.2028
H  -0.09  -2.30  -0.24  0.2163
H  -0.90  -1.63  1.12  0.2021
H  -0.89  1.22  -1.47  0.1976
H  -1.16  1.58  0.30  0.2029
H  0.20  2.38  -0.68  0.2101
H  2.42  -0.01  1.45  0.3648
H  0.89  -0.14  2.09  0.3482



Computed, not measured: C17H16N2S in the gas phase in a non-equilibrium geometry, with ωB97M-V with the def2-TZVPD basis set.

Calculated values
ΔE to the lowest compared entry with this formula, charge and spin ... 161.9 kJ/mol
LUMO ... -0.15 eV
E ... -1165.05537 hartree
Total charge ... 0
Orbital gap ... 8.1 eV
SMILES ... CCc1cc(-c2nc(-c3ccc(C)cc3)cs2)ccn1

Last column: natural (NBO) charge in e.
Geometry (Å):
C  -2.14  -5.49  -2.20  -0.5784
C  -1.39  -5.15  -0.95  -0.4246
C  -0.32  -4.18  -1.24  0.2045
C  -0.72  -2.91  -1.39  -0.2456
C  0.31  -1.94  -1.33  -0.0085
C  -0.10  -0.55  -1.15  0.0231
N  0.69  0.38  -0.57  -0.4181
C  0.04  1.59  -0.42  0.1170
C  0.49  2.73  0.46  -0.0824
C  -0.25  3.95  0.42  -0.1684
C  -0.14  4.96  1.40  -0.2249
C  0.85  4.70  2.49  0.0229
C  0.80  5.63  3.68  -0.6378
C  1.61  3.56  2.48  -0.2416
C  1.42  2.62  1.49  -0.1578
C  -1.11  1.64  -1.14  -0.3957
S  -1.54  0.07  -1.85  0.4176
C  1.67  -2.42  -1.38  -0.2529
C  1.95  -3.71  -1.45  0.0245
N  0.91  -4.65  -1.33  -0.4146
H  -1.51  -5.83  -2.91  0.2048
H  -2.65  -4.62  -2.63  0.1922
H  -2.82  -6.26  -1.99  0.2065
H  -2.12  -4.82  -0.18  0.2040
H  -0.96  -6.10  -0.63  0.2254
H  -1.75  -2.65  -1.24  0.2196
H  -0.85  4.23  -0.45  0.2029
H  -0.78  5.78  1.27  0.2155
H  1.79  5.65  4.16  0.2138
H  0.63  6.64  3.30  0.2169
H  0.05  5.31  4.42  0.2252
H  2.21  3.26  3.35  0.2185
H  2.11  1.78  1.61  0.2238
H  -1.77  2.44  -1.21  0.2270
H  2.45  -1.57  -1.29  0.2407
H  2.94  -4.07  -1.58  0.2049



Computed, not measured: a gas-phase ion, C29H46N4O4PS2 (charge +1) in a non-equilibrium geometry, with ωB97M-V with the def2-TZVPD basis set.

Calculated values
LUMO ... -3.00 eV
E ... -2789.89609 hartree
Total charge ... +1
Orbital gap ... 7.5 eV
SMILES ... CCCCN(CCCCc1c(N(C(C)=O)C(C)=O)n(COc2ccccc2)c(P(C)CC)[n+]1O)C(=S)SCCC

Last column: Löwdin charge in e.
Geometry (Å):
C  -4.59  -0.04  5.51  -0.1223
C  -3.77  -0.44  4.23  -0.2611
C  -4.35  -1.72  3.48  -0.1880
C  -3.52  -2.13  2.21  -0.2440
N  -3.77  -1.29  1.02  -0.2005
C  -3.04  -1.83  -0.17  -0.2016
C  -2.99  -0.81  -1.38  -0.1740
C  -2.06  -1.30  -2.56  -0.1482
C  -1.14  -0.13  -3.18  -0.0717
C  0.32  -0.41  -2.73  -0.0471
C  0.94  -0.06  -1.47  -0.1263
N  0.10  0.68  -0.55  0.0868
C  -0.18  -0.04  0.68  -0.4016
C  -1.11  0.70  1.71  0.0326
O  0.22  -1.15  0.94  0.0990
C  0.59  2.05  -0.32  -0.4015
C  0.23  3.10  -1.45  0.0345
O  1.19  2.41  0.65  0.1238
N  2.27  -0.51  -1.36  0.0893
C  3.07  -0.31  -0.14  -0.1280
O  4.43  -0.68  -0.27  -0.1053
C  5.18  -0.31  0.86  -0.2083
C  6.62  -0.07  0.76  0.0038
C  7.40  0.36  1.94  -0.0623
C  6.78  0.57  3.24  -0.0781
C  5.35  0.30  3.37  -0.0624
C  4.58  -0.13  2.20  -0.0186
C  2.53  -1.12  -2.57  -0.2419
P  4.13  -1.91  -3.10  0.9991
C  3.87  -3.11  -4.54  -0.2924
C  5.22  -0.55  -3.87  -0.4037
C  5.71  0.52  -2.83  -0.1522
N  1.39  -1.06  -3.38  -0.0786
O  1.23  -1.57  -4.62  0.0698
C  -5.20  -1.35  0.62  -1.0682
S  -6.11  -2.72  0.69  0.7132
S  -5.93  0.22  0.07  0.8806
C  -5.07  1.58  1.00  -0.4668
C  -4.41  2.66  0.05  -0.3079
C  -3.95  3.94  0.88  -0.1112
H  -5.71  -0.14  5.38  0.0783
H  -4.41  1.05  5.73  0.0731
H  -4.26  -0.62  6.42  0.0769
H  -2.73  -0.73  4.55  0.1051
H  -3.75  0.45  3.53  0.0792
H  -4.26  -2.56  4.24  0.1268
H  -5.44  -1.54  3.29  0.0948
H  -3.67  -3.23  2.03  0.1092
H  -2.43  -2.03  2.51  0.1174
H  -2.01  -2.16  0.14  0.1143
H  -3.55  -2.76  -0.57  0.1200
H  -4.03  -0.72  -1.82  0.0969
H  -2.69  0.21  -1.04  0.0765
H  -2.71  -1.68  -3.40  0.1184
H  -1.42  -2.17  -2.24  0.1180
H  -1.44  0.83  -2.66  0.1026
H  -1.21  -0.07  -4.29  0.1198
H  -2.05  1.00  1.17  0.0708
H  -0.64  1.62  2.13  0.0923
H  -1.35  0.00  2.56  0.0802
H  -0.72  3.62  -1.17  0.0960
H  1.08  3.81  -1.63  0.0974
H  -0.02  2.52  -2.39  0.0696
H  2.61  -0.95  0.66  0.1416
H  3.04  0.79  0.12  0.1574
H  7.21  -0.20  -0.17  0.0934
H  8.50  0.54  1.86  0.1063
H  7.32  0.90  4.16  0.1053
H  4.81  0.43  4.34  0.1084
H  3.49  -0.32  2.38  0.1025
H  3.65  -2.46  -5.45  0.0368
H  4.79  -3.70  -4.77  0.0573
H  2.96  -3.74  -4.39  0.0443
H  6.06  -1.02  -4.46  0.0948
H  4.56  -0.03  -4.64  0.0754
H  4.82  0.95  -2.31  0.0631
H  6.31  1.32  -3.34  0.0880
H  6.35  -0.01  -2.06  0.0496
H  1.11  -0.84  -5.26  0.1555
H  -4.25  1.19  1.65  0.0443
H  -5.87  2.12  1.59  0.0878
H  -3.51  2.21  -0.46  0.0716
H  -5.17  3.02  -0.70  0.1071
H  -3.09  4.43  0.34  0.0639
H  -4.82  4.63  0.95  0.0775
H  -3.58  3.66  1.91  0.0758